The following is a quantum chemistry calculation of C21H20N4O5S in the gas phase, from the OMol25 dataset.

Its LUMO energy is 0.0194 eV. Its energy above the lowest of the compared OMol25 structures with the same formula, charge and spin is 244.62 kJ/mol. The HOMO energy is -8.2 eV. Its orbital gap is 8.17 eV. The SMILES is COc1ccccc1CN(CC(=O)NCc1ccc2c(c1)OCO2)C(=O)c1csnn1.

Last column: Löwdin charge in e.
Positions of all 51 atoms, in Å:
C 0.339 1.651 -0.984  -0.052
O 0.216 0.388 -1.597  -0.131
C 0.781 0.199 -2.834  -0.217
C 1.187 1.247 -3.648  -0.013
C 1.744 1.000 -4.890  -0.081
C 1.908 -0.299 -5.328  -0.087
C 1.515 -1.345 -4.513  -0.035
C 0.951 -1.125 -3.266  -0.141
C 0.510 -2.316 -2.454  -0.068
N 0.769 -2.225 -1.024  -0.052
C -0.049 -3.082 -0.200  -0.062
C -1.468 -2.585 0.122  -0.493
O -2.253 -3.308 0.698  0.055
N -1.747 -1.347 -0.306  0.093
C -2.995 -0.682 0.004  -0.112
C -2.741 0.660 0.636  -0.213
C -3.243 1.818 0.066  -0.047
C -2.995 3.077 0.611  0.006
C -2.216 3.124 1.740  -0.209
C -1.702 1.961 2.319  -0.202
C -1.952 0.720 1.792  0.041
O -0.956 2.296 3.418  0.030
C -1.044 3.699 3.535  -0.161
O -1.807 4.214 2.464  0.034
C 1.859 -1.556 -0.582  -0.408
O 2.754 -1.162 -1.309  0.103
C 1.894 -1.242 0.872  -0.278
C 3.042 -0.953 1.580  -0.300
S 2.598 -0.499 3.157  1.031
N 0.990 -0.694 2.798  -0.317
N 0.784 -1.068 1.621  -0.032
H 0.014 1.513 0.047  0.082
H 1.377 1.995 -1.000  0.108
H -0.306 2.395 -1.461  0.100
H 1.068 2.268 -3.319  0.105
H 2.052 1.830 -5.508  0.104
H 2.348 -0.500 -6.293  0.101
H 1.658 -2.362 -4.848  0.113
H -0.573 -2.439 -2.567  0.142
H 0.999 -3.211 -2.860  0.137
H -0.156 -4.055 -0.695  0.140
H 0.440 -3.265 0.758  0.128
H -1.015 -0.784 -0.719  0.104
H -3.539 -1.342 0.687  0.130
H -3.586 -0.560 -0.911  0.125
H -3.849 1.750 -0.825  0.110
H -3.391 3.975 0.168  0.117
H -1.546 -0.170 2.241  0.111
H -1.526 3.962 4.491  0.140
H -0.033 4.136 3.508  0.139
H 4.054 -0.992 1.238  0.080